Density functional theory data (ωB97M-V/def2-TZVPD) for 12 unconnected molecules or ions with the total composition H24O12.

Geometry as XYZ:
```
36
Properties=species:S:1:pos:R:3:forces:R:3
O 6.876230 -4.425499 -0.832327 0.091 -0.213 0.046
H 7.142510 -3.905739 -1.590747 0.096 0.100 -0.195
H 6.170780 -3.918889 -0.429937 -0.191 0.127 0.167
O -4.077680 -4.011569 0.786683 -0.045 -0.115 -0.218
H -4.732710 -3.376729 1.076763 -0.190 0.127 0.052
H -3.337200 -3.879939 1.378793 0.265 -0.005 0.158
O 0.953160 -0.696069 -5.263427 -0.142 -0.154 -0.164
H 1.868570 -0.422759 -5.323107 0.226 0.055 -0.051
H 0.668480 -0.394649 -4.400677 -0.107 0.101 0.253
O -3.525680 2.381501 2.454623 0.222 -0.102 0.116
H -3.715300 3.242881 2.082743 0.007 0.245 -0.119
H -4.381700 1.960551 2.533783 -0.209 -0.147 0.039
O 0.109950 4.301951 -3.279777 0.212 -0.063 0.170
H 0.200910 5.029581 -3.895007 0.058 0.180 -0.156
H -0.800710 4.021951 -3.372197 -0.268 -0.135 0.009
O -4.436450 2.014401 -2.955997 0.049 0.272 -0.065
H -4.975740 1.854691 -2.181467 -0.141 -0.019 0.170
H -4.054410 1.161391 -3.162467 0.124 -0.271 -0.127
O 4.690410 -0.929239 1.905813 -0.063 -0.248 -0.140
H 4.443640 -0.797899 2.821283 -0.038 0.006 0.240
H 4.914200 -0.053919 1.589633 0.077 0.262 -0.132
O -3.046890 -2.617129 -4.016247 -0.208 0.149 -0.113
H -2.116460 -2.662169 -4.236467 0.262 0.000 -0.126
H -3.094910 -2.928429 -3.112357 -0.047 -0.121 0.266
O 3.857470 3.779661 0.100343 0.225 -0.157 0.071
H 3.566560 4.530951 0.617223 -0.043 0.191 0.139
H 3.150860 3.632921 -0.528477 -0.202 -0.062 -0.220
O 0.001520 -3.304039 3.797623 -0.216 -0.009 -0.122
H 0.208280 -2.627299 4.442223 0.000 0.184 0.190
H 0.833340 -3.752479 3.645233 0.194 -0.165 -0.079
O 0.210530 -0.497889 -0.177547 -0.074 -0.007 -0.269
H -0.258020 -0.118419 0.565893 -0.168 0.106 0.176
H 1.063200 -0.747829 0.178423 0.252 -0.102 0.079
O -1.191330 2.455291 6.367953 0.168 -0.156 0.082
H -1.395820 3.289141 6.791183 -0.018 0.197 0.139
H -1.789580 2.411711 5.622013 -0.160 -0.050 -0.265
```
Forces are in eV/Å.

Values from the calculation:
SMILES string: O.O.O.O.O.O.O.O.O.O.O.O
DFT total energy: -917.21814 a.u.